{
  "formula": "C3H10N2O",
  "method": "wB97M-V/def2-TZVPD",
  "homo_lumo_gap_ev": 10.2,
  "energy_ha": -305.00930,
  "e_homo_ev": -9.19,
  "e_above_lowest_kcal_mol": 41.0,
  "smiles": "CNCO.C=N",
  "species": ["C", "N", "C", "O", "H", "H", "H", "H", "H", "H", "H", "C", "N", "H", "H", "H"],
  "coordinates": [[-0.884, -1.823, -1.106], [-0.689, -0.515, -0.490], [-1.092, -0.513, 0.908], [-0.839, 0.724, 1.505], [-0.280, -2.570, -0.579], [-0.521, -1.795, -2.128], [-1.923, -2.170, -1.094], [-1.280, 0.154, -0.970], [-2.165, -0.687, 1.038], [-0.546, -1.321, 1.398], [0.108, 0.909, 1.423], [1.950, 1.709, -0.309], [1.722, 2.032, 0.892], [1.332, 0.948, -0.776], [2.738, 2.160, -0.902], [2.367, 2.760, 1.189]],
  "forces_ev_per_a": [[0.3, -0.1, 0.2], [-0.2, -0.1, 0.0], [0.0, 0.2, 0.1], [-0.2, -0.2, 0.0], [-0.1, 0.1, 0.0], [-0.1, 0.0, -0.2], [0.0, 0.0, 0.0], [0.1, 0.1, 0.0], [-0.1, -0.1, 0.0], [0.1, -0.2, 0.1], [0.2, 0.4, 0.1], [-0.1, 0.0, 0.1], [0.0, -0.1, -0.1], [-0.1, -0.1, 0.0], [0.2, 0.1, -0.2], [0.0, 0.0, 0.2]]
}